Record 1
One molecule with the formula C3H7N2P at a distorted geometry. Source: OMol25; level of theory: ωB97M-V/def2-TZVPD.

Structure (ORCA input):
```
! RIJCOSX wB97M-V def2-TZVPD def2/J DEFGRID3
* xyz 0 1
H 0.063 0.386 1.587
C 0.110 0.621 -1.629
H -0.821 2.152 -0.574
N 0.478 -0.578 -1.220
H 1.793 -2.463 0.382
N 0.420 -0.757 0.034
H -1.494 0.226 0.750
H 0.527 -2.470 1.990
H 0.052 0.916 -2.643
C -0.078 1.401 -0.393
C -0.397 0.355 0.653
P 0.422 -2.524 0.498
H 0.876 1.868 -0.156
*
```

Results
- SMILES = PN1CCC=N1
- frontier orbital gap (eV) = 8.7
- ΔE to the lowest compared entry with this formula, charge and spin (kcal per mole) = 11.83

***

Record 2
C16H18O14P2SeSm as an isolated structure at a distorted geometry. Source: OMol25; level of theory: ωB97M-V/def2-TZVPD.

Structure (ORCA input):
```
! RIJCOSX wB97M-V def2-TZVPD def2/J DEFGRID3
* xyz -1 6
C 2.920 -1.567 3.979
H -3.028 -0.804 -2.051
C 3.627 -1.994 -0.939
P -4.122 2.126 -0.178
O -3.598 2.432 -1.711
H -6.391 0.955 -1.864
H 3.732 0.902 1.149
H -2.557 2.280 -1.630
O -0.284 2.574 1.054
C 2.528 -0.776 1.705
H 5.168 -1.447 -3.915
H 4.831 1.097 3.385
H 5.313 -2.841 -1.847
C 2.633 -0.973 -0.908
O 1.379 -3.288 0.561
C -5.737 0.137 -1.439
H -5.783 0.533 1.743
O -0.635 4.404 -1.028
C 0.806 -2.183 0.476
C 4.178 0.269 3.168
O 1.616 2.646 -0.899
C 3.985 -0.705 4.155
O -2.679 -0.595 -1.185
O -4.640 -2.284 -0.161
O -1.107 1.664 -1.357
H -5.418 3.694 -0.944
Sm -1.211 0.384 0.509
C -5.043 0.449 -0.144
C 1.740 -0.844 0.389
O -0.419 -1.868 0.618
P -3.860 -1.046 0.053
O 1.046 0.360 0.296
H 3.457 0.454 -3.946
C 2.277 -1.686 2.738
H -5.172 -0.152 -2.356
C 2.554 -0.202 -2.078
H 2.592 -2.197 4.812
O -6.058 0.395 0.825
C 3.495 -0.318 -3.135
O -5.217 3.279 -0.097
C 4.501 -2.129 -1.994
H -6.451 -0.668 -1.258
Se -0.188 2.896 -0.598
H 1.720 0.560 -2.121
H 1.579 -2.533 2.708
C 3.479 0.210 1.962
H 1.707 1.654 -0.557
C 4.426 -1.340 -3.110
H 3.784 -2.569 -0.067
O -2.990 -0.769 1.259
O -3.120 2.147 0.965
H 4.636 -0.722 5.007
*
```

Results
- frontier orbital gap (alpha / beta) (eV) = 7.7 / 7.7
- ΔE to the lowest compared entry with this formula, charge and spin (kcal per mole) = 2.43

***

Record 3
One molecule with the formula C8H11N3 at a distorted geometry. Source: OMol25; level of theory: ωB97M-V/def2-TZVPD.

Structure (ORCA input):
```
! RIJCOSX wB97M-V def2-TZVPD def2/J DEFGRID3
* xyz 0 1
N 1.507 -0.121 -0.376
C 2.271 0.357 0.678
H -0.657 1.323 0.760
H 0.592 0.482 1.803
H 4.065 0.956 1.448
H 4.230 -0.285 0.209
N -3.117 1.050 0.726
C 3.700 0.594 0.497
C -0.409 -1.326 -1.162
H -4.142 1.000 0.758
H 3.771 1.360 -0.331
C -1.731 -1.495 -1.457
H 2.075 -0.494 -1.133
C 0.116 -0.332 -0.416
H -3.711 -0.930 -0.888
C -0.842 0.505 0.138
H -2.024 -2.377 -1.993
C -2.674 -0.795 -0.783
H -2.577 1.540 1.435
N 1.565 0.737 1.690
C -2.247 0.228 0.020
H 0.240 -1.975 -1.621
*
```

Results
- SMILES = [H]/N=C(/C)Nc1cccc(N)c1
- frontier orbital gap (eV) = 8.8
- ΔE to the lowest compared entry with this formula, charge and spin (kcal per mole) = 6.43

***

Record 4
One molecule with the formula C16H22N4O2 at a distorted geometry. Source: OMol25; level of theory: ωB97M-V/def2-TZVPD.

Structure (ORCA input):
```
! RIJCOSX wB97M-V def2-TZVPD def2/J DEFGRID3
* xyz 0 1
H -0.080 1.050 -1.312
C 4.969 1.471 -0.108
C 3.151 -0.066 -0.953
H 5.113 1.653 2.025
H 4.981 -1.169 -0.986
C -3.733 -0.098 1.211
H -5.905 -1.778 1.555
C -1.826 0.692 -0.105
H 3.507 1.206 1.458
N -7.303 -0.925 0.343
O -1.785 1.780 0.427
N -2.724 -0.264 0.187
C -0.251 -1.060 -0.974
O -0.904 -2.081 -0.831
N 1.102 -1.107 -0.883
C 4.913 -0.429 1.608
C -6.093 -0.957 0.874
C -6.688 1.047 -0.844
C 4.574 1.033 1.306
H 2.991 -1.350 1.323
H 3.127 2.032 -1.104
H -8.593 0.037 -0.907
C -0.857 0.294 -1.226
H -6.967 1.830 -1.533
C -5.107 -0.017 0.602
H 4.361 -2.451 1.165
H -4.684 1.761 -0.518
H -3.680 -0.928 1.922
H 1.503 -2.025 -0.691
N 1.886 -0.019 -1.049
H 3.535 -2.173 -1.060
C -7.591 0.054 -0.497
C 4.004 -1.447 0.924
H 5.884 0.951 -0.398
C 3.869 1.234 -1.149
H -2.610 -1.177 -0.237
H 4.310 1.247 -2.150
H -3.499 0.839 1.729
C -5.423 1.009 -0.283
C 3.967 -1.278 -0.603
H 5.197 2.538 -0.106
H -1.434 0.246 -2.153
H 4.845 -0.588 2.687
H 5.949 -0.618 1.315
*
```

Results
- SMILES = O=C(CC(=O)NN=C1CCCCCC1)NCc1cccnc1
- frontier orbital gap (eV) = 9.8
- ΔE to the lowest compared entry with this formula, charge and spin (kcal per mole) = 14.50

***

Record 5
A 2-piece molecular cluster, C8H10ClNO2S overall at a distorted geometry. Source: OMol25; level of theory: ωB97M-V/def2-TZVPD.

Structure (ORCA input):
```
! RIJCOSX wB97M-V def2-TZVPD def2/J DEFGRID3
* xyz 0 1
H 2.056 1.412 1.331
O 2.341 -1.386 -0.825
H -3.730 -1.580 -0.411
H 3.171 2.364 -0.502
N 2.817 1.360 -0.572
O 2.117 -1.300 1.689
H 0.102 3.217 -0.206
C -2.711 -1.356 -0.302
H 2.890 0.881 -1.492
C -1.840 -1.387 -1.399
H -0.749 -0.803 2.299
S 1.755 -0.848 0.351
H 0.066 -0.950 -2.082
H -3.078 -0.987 1.841
C -0.947 -0.935 1.259
C -0.056 -0.979 0.134
Cl -0.897 2.206 1.658
C -2.310 -1.155 1.007
C 2.110 0.941 0.426
H -0.287 1.586 -0.756
C -0.188 2.271 0.114
C -0.478 -1.204 -1.177
H -2.153 -1.367 -2.386
*
```

Results
- frontier orbital gap (alpha / beta) (eV) = 8.2 / 7.0
- ΔE to the lowest compared entry with this formula, charge and spin (kcal per mole) = 12.29

***

Record 6
C21H48GaNO2P2 as an isolated structure at a distorted geometry. Source: OMol25; level of theory: ωB97M-V/def2-TZVPD.

Structure (ORCA input):
```
! RIJCOSX wB97M-V def2-TZVPD def2/J DEFGRID3
* xyz 2 1
H -3.774 -0.018 1.135
H 2.045 3.141 3.548
H -3.320 0.194 -1.204
H 5.154 0.712 2.129
H -0.184 2.181 2.779
C -0.073 -1.576 0.846
H 3.960 -1.547 2.542
H -0.614 2.963 -2.594
H -1.933 0.989 -3.578
C -2.816 -1.124 2.818
P 1.435 1.037 1.516
C 1.731 2.635 0.647
C 3.076 0.257 1.732
C -0.766 -3.396 -2.179
H 1.946 3.452 1.348
H -0.336 3.266 0.399
H -3.621 -0.456 -3.649
H -4.452 -1.726 -0.175
C -0.018 0.333 3.843
H 4.054 1.517 3.250
H 0.723 -0.360 4.253
H -4.404 2.063 0.837
H -0.683 -0.236 3.191
H -1.830 2.320 -1.486
H 2.478 -0.839 -1.406
H -0.482 -3.391 -1.124
H -3.799 3.680 1.061
P -1.231 -0.654 -1.866
H 2.298 1.672 4.520
C 0.619 1.513 3.122
H -2.548 2.282 2.500
H -3.838 -1.496 2.991
H 4.240 2.122 1.592
C -0.875 2.079 -1.999
H -1.521 3.064 1.584
H 2.606 2.499 -0.002
H 2.638 -0.171 -1.603
C -1.070 0.856 -2.912
Ga 0.029 0.066 -0.055
C 4.186 1.223 2.206
H 0.939 2.744 4.866
H -0.806 -1.081 -4.816
C -0.962 -2.045 -4.333
H -3.521 0.773 2.584
H 0.731 3.816 -0.887
C -3.058 -0.821 -1.547
C -0.532 -2.034 -2.849
C 1.543 2.311 4.051
H -3.186 -2.845 -0.714
H -3.736 -2.158 -3.144
H -2.501 -0.837 3.826
C 0.518 2.959 -0.239
H -2.816 -1.604 0.474
H -1.811 -3.711 -2.260
C -3.386 -1.812 -0.440
C 3.007 -1.002 2.613
H 0.544 -1.814 -2.818
H 3.321 -0.051 0.709
C -3.529 2.691 0.675
H -4.937 -0.986 -2.597
C -3.060 0.055 1.952
H -0.627 0.703 4.684
H -2.010 -2.333 -4.452
C -3.866 -1.121 -2.818
H 2.855 -0.748 3.666
O -1.929 0.876 1.281
H -0.171 0.735 -3.531
H 2.212 -1.681 2.297
C -2.365 2.258 1.452
H -2.236 -1.950 2.461
H -0.156 -4.160 -2.685
N 0.196 1.774 -1.038
H -3.427 2.834 -0.419
H -0.357 -2.786 -4.870
O -0.189 -2.622 1.459
*
```

Results
- frontier orbital gap (alpha / beta) (eV) = 5.8 / 5.8

***

Question: Which formula does entry 5 have?
Answer: C8H10ClNO2S

***

Copy entry 2 word for word.
C16H18O14P2SeSm as an isolated structure at a distorted geometry. Source: OMol25; level of theory: ωB97M-V/def2-TZVPD.

Structure (ORCA input):
```
! RIJCOSX wB97M-V def2-TZVPD def2/J DEFGRID3
* xyz -1 6
C 2.920 -1.567 3.979
H -3.028 -0.804 -2.051
C 3.627 -1.994 -0.939
P -4.122 2.126 -0.178
O -3.598 2.432 -1.711
H -6.391 0.955 -1.864
H 3.732 0.902 1.149
H -2.557 2.280 -1.630
O -0.284 2.574 1.054
C 2.528 -0.776 1.705
H 5.168 -1.447 -3.915
H 4.831 1.097 3.385
H 5.313 -2.841 -1.847
C 2.633 -0.973 -0.908
O 1.379 -3.288 0.561
C -5.737 0.137 -1.439
H -5.783 0.533 1.743
O -0.635 4.404 -1.028
C 0.806 -2.183 0.476
C 4.178 0.269 3.168
O 1.616 2.646 -0.899
C 3.985 -0.705 4.155
O -2.679 -0.595 -1.185
O -4.640 -2.284 -0.161
O -1.107 1.664 -1.357
H -5.418 3.694 -0.944
Sm -1.211 0.384 0.509
C -5.043 0.449 -0.144
C 1.740 -0.844 0.389
O -0.419 -1.868 0.618
P -3.860 -1.046 0.053
O 1.046 0.360 0.296
H 3.457 0.454 -3.946
C 2.277 -1.686 2.738
H -5.172 -0.152 -2.356
C 2.554 -0.202 -2.078
H 2.592 -2.197 4.812
O -6.058 0.395 0.825
C 3.495 -0.318 -3.135
O -5.217 3.279 -0.097
C 4.501 -2.129 -1.994
H -6.451 -0.668 -1.258
Se -0.188 2.896 -0.598
H 1.720 0.560 -2.121
H 1.579 -2.533 2.708
C 3.479 0.210 1.962
H 1.707 1.654 -0.557
C 4.426 -1.340 -3.110
H 3.784 -2.569 -0.067
O -2.990 -0.769 1.259
O -3.120 2.147 0.965
H 4.636 -0.722 5.007
*
```

Results
- frontier orbital gap (alpha / beta) (eV) = 7.7 / 7.7
- ΔE to the lowest compared entry with this formula, charge and spin (kcal per mole) = 2.43

***

What did the third record say?
One molecule with the formula C8H11N3 at a distorted geometry. Source: OMol25; level of theory: ωB97M-V/def2-TZVPD.

Structure (ORCA input):
```
! RIJCOSX wB97M-V def2-TZVPD def2/J DEFGRID3
* xyz 0 1
N 1.507 -0.121 -0.376
C 2.271 0.357 0.678
H -0.657 1.323 0.760
H 0.592 0.482 1.803
H 4.065 0.956 1.448
H 4.230 -0.285 0.209
N -3.117 1.050 0.726
C 3.700 0.594 0.497
C -0.409 -1.326 -1.162
H -4.142 1.000 0.758
H 3.771 1.360 -0.331
C -1.731 -1.495 -1.457
H 2.075 -0.494 -1.133
C 0.116 -0.332 -0.416
H -3.711 -0.930 -0.888
C -0.842 0.505 0.138
H -2.024 -2.377 -1.993
C -2.674 -0.795 -0.783
H -2.577 1.540 1.435
N 1.565 0.737 1.690
C -2.247 0.228 0.020
H 0.240 -1.975 -1.621
*
```

Results
- SMILES = [H]/N=C(/C)Nc1cccc(N)c1
- frontier orbital gap (eV) = 8.8
- ΔE to the lowest compared entry with this formula, charge and spin (kcal per mole) = 6.43